1.
The following is a quantum chemistry calculation of a cluster of 12 separate species, C5H35N2O12 in total, from the Open Molecules 2025 dataset.

- Energy relative to the best compared isomer or geometry (same formula, charge and spin): 0.202 eV
- Net charge: +1
- 2S+1: 1

CARTESIAN COORDINATES (ANGSTROEM)
N (0.30914, 1.40350, -1.20714)
C (-0.59289, 1.07667, -0.07701)
C (-1.93988, 1.81332, -0.16446)
C (-2.47015, 1.65780, -1.61635)
C (-1.71115, 3.30094, 0.15727)
C (-0.71924, -0.45633, -0.06752)
N (-1.52335, -0.96242, 0.85890)
O (-0.13312, -1.08212, -0.94610)
H (-0.10472, 1.11544, -2.10190)
H (1.19095, 0.89988, -1.16968)
H (0.43181, 2.41505, -1.20377)
H (-0.08390, 1.47474, 0.78681)
H (-2.72532, 1.50183, 0.51130)
H (-3.49115, 2.05386, -1.61817)
H (-2.58901, 0.59292, -1.81952)
H (-1.96706, 2.27124, -2.35954)
H (-1.92621, 3.53945, 1.19928)
H (-0.74421, 3.73731, -0.05114)
H (-2.39459, 3.92945, -0.42113)
H (-1.99352, -0.32564, 1.47983)
H (-1.74014, -1.95146, 1.00047)
H (2.06647, -2.30845, 3.55537)
H (1.36291, -2.57877, 2.25499)
O (1.19603, -2.18405, 3.15245)
H (-3.06264, 1.71967, 2.75250)
H (-2.53213, 0.50753, 3.59114)
O (-2.27397, 1.26322, 3.05371)
H (2.35580, 2.42036, 0.61750)
H (1.68700, 3.79036, 1.01556)
O (1.63480, 3.03402, 0.43055)
H (-3.17057, -2.16980, -1.98432)
H (-1.63864, -2.26665, -2.30854)
O (-2.35437, -2.62844, -1.77722)
H (1.76051, -4.42293, 1.24272)
H (0.75821, -3.44919, 0.58252)
O (1.69594, -3.54881, 0.84923)
H (0.43102, 0.81040, 3.24468)
H (1.30313, -0.43919, 2.90273)
O (1.12788, 0.49909, 2.65795)
H (2.98902, -0.41666, -0.84070)
H (3.76024, 0.90296, -0.59857)
O (3.13931, 0.46524, -1.18519)
H (-1.63138, -4.38666, 0.57355)
H (-1.25706, -3.24576, -0.38453)
O (-0.99831, -3.66709, 0.45995)
H (2.23611, -2.73190, -2.09341)
H (2.13478, -3.08204, -3.69527)
O (1.90492, -2.51032, -2.95999)
H (0.68728, 0.09234, -4.66159)
H (0.94735, -0.75682, -3.40641)
O (0.57441, 0.08591, -3.70854)
H (4.06005, 0.96341, 2.13303)
H (2.59178, 0.97390, 1.89676)
O (3.43182, 1.25967, 1.46697)



2.
The following is a quantum chemistry calculation of a cluster of 12 separate species, C5H35NO11 in total, from the Open Molecules 2025 dataset.

- Energy relative to the best compared isomer or geometry (same formula, charge and spin): 5.863 eV
- 2S+1: 1

CARTESIAN COORDINATES (ANGSTROEM)
C (-3.80786, 1.75196, -0.01785)
C (-2.87263, 0.58448, -0.01373)
C (-3.31363, -0.56143, -1.05511)
C (-2.69274, -2.00150, -0.72054)
C (-3.13595, -0.25925, -2.65174)
N (-1.53698, 1.10623, -0.36077)
H (-4.75131, 1.51834, -0.04378)
H (-3.84087, 2.10747, 1.03857)
H (-3.64262, 2.69644, -0.64699)
H (-2.85529, -0.15822, 0.84841)
H (-4.33485, -0.78216, -0.89371)
H (-3.10849, -2.74983, -1.34874)
H (-2.71910, -2.23021, 0.24848)
H (-1.63850, -1.90402, -1.19668)
H (-4.13648, -0.43517, -3.22510)
H (-2.58871, 0.58661, -2.89172)
H (-2.69470, -1.07950, -3.17102)
H (-1.25149, 2.15425, -0.05229)
H (-0.82904, 0.48814, 0.30143)
H (3.03837, -2.62559, 0.12227)
H (2.83733, -4.02927, -0.08649)
O (3.52741, -3.43726, 0.30280)
H (-1.38514, -0.43536, 4.07252)
H (-0.75518, -1.56975, 3.31133)
O (-0.61109, -0.65601, 3.49204)
H (-1.00923, -0.39261, -1.93807)
H (-0.82991, -0.09181, -3.52179)
O (-0.46040, -0.56905, -2.68529)
H (4.63464, -0.09291, -1.07697)
H (3.51635, 0.94939, -1.45276)
O (4.30368, 0.80343, -0.92515)
H (3.16382, -1.77327, 3.62909)
H (3.12019, -0.36892, 2.95899)
O (2.94933, -1.26211, 2.84070)
H (0.96972, 1.59091, 1.37668)
H (-0.07430, 0.79636, 2.33838)
O (0.17127, 1.05770, 1.42128)
H (1.58905, 4.25639, -1.58181)
H (2.62482, 3.97023, -0.58321)
O (1.98149, 4.51396, -0.68125)
H (2.59285, -0.39183, 0.52993)
H (2.63827, -0.57526, -0.98233)
O (2.59590, -1.13479, -0.18981)
H (1.15379, 0.26179, -1.40617)
H (1.32308, 0.77946, -2.80041)
O (1.84104, 0.80499, -1.92336)
H (0.80594, -1.74465, 1.02642)
H (-0.42304, -1.61303, 1.53210)
O (0.04092, -2.30140, 1.27637)
H (3.13104, 1.03079, 1.83384)
H (3.74746, 1.99151, 2.91116)
O (3.00175, 1.42533, 2.71183)



3.
The following is a quantum chemistry calculation of a cluster of 12 separate species, C5H36N2O11 in total, from the Open Molecules 2025 dataset.

- Energy relative to the best compared isomer or geometry (same formula, charge and spin): 0.000 eV
- Net charge: -1
- 2S+1: 2

CARTESIAN COORDINATES (ANGSTROEM)
C (0.58127, -2.03350, -1.12082)
N (1.47894, -1.60085, -2.16557)
C (2.60856, -2.53674, -2.33904)
C (-0.26227, -0.85893, -0.60020)
C (-1.78280, -1.05570, -0.79871)
C (-2.34878, -2.00705, 0.25633)
N (-2.34400, -1.41224, 1.61322)
H (1.16688, -2.44829, -0.29787)
H (-0.16306, -2.77840, -1.44045)
H (1.09364, -1.43262, -3.08854)
H (3.34639, -2.22599, -1.60037)
H (3.01429, -2.55567, -3.34818)
H (2.33361, -3.57728, -2.13908)
H (-0.03012, 0.04179, -1.13894)
H (-0.14607, -0.57876, 0.44415)
H (-2.03216, -1.23575, -1.84280)
H (-2.23027, -0.07144, -0.60446)
H (-3.40949, -2.21242, 0.08194)
H (-1.81945, -2.95532, 0.21815)
H (-1.45064, -0.94022, 1.72259)
H (-3.00533, -0.64310, 1.66583)
H (1.64387, 1.32564, -0.64421)
H (2.22087, -0.15088, -0.58200)
O (2.05122, 0.65400, -0.07792)
H (-1.73880, -2.39480, 3.05941)
H (-2.96749, -2.04953, 3.79365)
O (-2.15076, -2.54394, 3.93835)
H (0.99817, 3.66776, 1.36733)
H (1.93488, 3.65663, 0.12814)
O (1.90410, 3.46133, 1.07774)
H (2.91241, 0.70700, 1.60658)
H (2.98549, 1.78800, 2.51848)
O (2.67427, 0.86802, 2.55289)
H (0.42875, 3.10438, -1.99539)
H (0.99301, 1.91872, -2.69435)
O (1.27986, 2.72366, -2.21525)
H (-1.47592, 1.19369, -2.90919)
H (-0.89494, 0.04136, -3.85919)
O (-0.67006, 0.81824, -3.28757)
H (-0.82962, 2.28220, 2.50174)
H (-0.81615, 3.69674, 3.11353)
O (-0.59754, 3.21831, 2.29897)
H (-0.79062, 3.61814, 0.52749)
H (-0.95556, 4.79448, -0.49647)
O (-0.81163, 3.84788, -0.42203)
H (-0.03118, -1.87724, -5.07112)
H (-1.19419, -0.95096, -5.73288)
O (-0.81172, -1.31979, -4.90877)
H (0.85576, 0.64470, 2.09564)
H (0.22095, 0.62946, 3.52402)
O (0.00284, 0.68118, 2.58466)
H (-0.85326, -1.27925, 4.50928)
H (0.30468, -1.13001, 5.24291)
O (-0.42084, -0.52662, 4.97836)



4.
The following is a quantum chemistry calculation of a cluster of 13 separate species, C5H36NO12S in total, from the Open Molecules 2025 dataset.

- Energy relative to the best compared isomer or geometry (same formula, charge and spin): 2.371 eV
- Net charge: -1
- 2S+1: 1

CARTESIAN COORDINATES (ANGSTROEM)
C (0.85700, 0.72881, 1.09042)
N (0.14180, 1.71455, 0.26922)
C (-0.85196, 1.26945, -0.74228)
C (-0.33916, 1.51214, -2.13100)
S (1.04066, 0.41233, -2.44722)
C (-2.21990, 2.02323, -0.66882)
C (1.84404, 1.38849, 1.99607)
H (0.12599, 0.31429, 1.70237)
H (1.19463, -0.04749, 0.52079)
H (0.79733, 2.49197, 0.04254)
H (-1.13790, 0.13832, -0.50056)
H (-1.17546, 1.27019, -2.85875)
H (0.13472, 2.47264, -2.41345)
H (-2.42927, 2.59901, -1.58962)
H (-2.24960, 2.78386, 0.24357)
H (-3.05328, 1.48618, -0.42140)
H (1.33787, 2.06348, 2.76851)
H (2.36846, 0.44946, 2.39780)
H (2.63955, 1.85370, 1.40389)
H (-1.12667, -0.55422, 3.89855)
H (-2.17481, -1.67482, 4.26166)
O (-1.16753, -1.43797, 4.33582)
H (-1.94672, -0.56196, 1.70842)
H (-1.56923, 0.78961, 2.10251)
O (-2.17092, 0.11680, 2.32261)
H (0.75747, -4.57406, -0.13046)
H (-0.20423, -3.53168, -0.10174)
O (-0.14464, -4.40522, -0.31488)
H (-1.23684, -1.29724, -3.88221)
H (0.28339, -1.56770, -3.61775)
O (-0.48110, -1.90938, -3.99123)
H (-4.36892, -0.09340, 1.14601)
H (-3.97482, -1.27936, 0.50344)
O (-4.77991, -0.89247, 0.75383)
H (3.18586, 1.28737, -0.89869)
H (4.10472, 0.50207, -1.69576)
O (4.03089, 0.75647, -0.75404)
H (-1.83917, -1.58372, -0.60230)
H (-1.50258, -2.23346, 0.85729)
O (-2.16682, -1.72533, 0.35896)
H (0.28237, 2.90745, 2.77396)
H (-0.75072, 4.05379, 2.45857)
O (0.05425, 3.71714, 2.32663)
H (3.04920, -1.44250, 0.01744)
H (3.21121, -1.10775, -1.35719)
O (3.25083, -1.89498, -0.73556)
H (0.74240, -1.19834, -1.34519)
H (-0.49148, -2.35839, -1.73910)
O (-0.01236, -1.83170, -1.06847)
H (2.15147, 2.86103, -1.90879)
H (1.30378, 3.62685, -0.78062)
O (1.98851, 3.79818, -1.46982)
H (-0.18924, -1.85855, 2.87013)
H (0.44657, -3.16896, 2.52379)
O (0.33888, -2.28524, 2.19204)